Record 1
Molecular formula: C29H33MnN3O
Method: DFT, wB97M-V/def2-TZVPD

XYZ file:
```
67
Properties=species:S:1:pos:R:3:forces:R:3
Mn -0.277332 1.044326 0.502467 -1.743 0.078 -1.725
N -1.664850 3.295979 -0.035505 0.986 -1.432 1.331
N -1.992795 0.157248 -1.069160 -0.771 -1.759 -0.489
C 1.056876 -0.003015 1.688363 -0.467 0.737 1.349
C -0.287438 -0.098526 2.241346 1.289 0.983 0.669
C -0.748313 1.249033 2.514802 1.472 -0.073 0.478
C -2.037407 1.636949 3.150278 -0.446 0.065 -0.082
H -2.759913 0.814381 3.074265 0.097 0.192 0.096
H -2.466844 2.502043 2.631803 0.051 -0.108 0.006
H -1.932263 1.910590 4.212987 0.126 -0.157 -0.238
C 0.291848 2.175832 2.124786 0.725 -1.554 1.206
C 0.276155 3.635578 2.380563 -0.310 0.398 -0.183
H 0.164982 3.846731 3.455130 0.153 -0.040 -0.213
H -0.567066 4.083738 1.847841 0.080 0.002 0.142
H 1.188971 4.104434 2.006278 -0.050 0.031 0.140
C 1.408833 1.397965 1.589863 -1.136 -0.342 1.738
C 2.744550 1.943083 1.239530 0.321 0.120 -0.166
H 2.656610 2.948725 0.809769 0.099 -0.252 0.041
H 3.261040 1.297245 0.517319 -0.074 0.193 0.124
H 3.365842 2.007765 2.148340 -0.057 0.019 -0.263
C -1.047162 -1.342868 2.554696 -0.405 -0.226 -0.136
H -1.450412 -1.341331 3.580966 0.210 0.056 -0.277
H -0.421311 -2.233666 2.434794 -0.095 0.156 0.068
H -1.906375 -1.446700 1.873713 0.113 -0.051 0.158
C 2.013057 -1.115257 1.444461 0.191 -0.381 -0.284
H 2.531112 -0.989567 0.481191 -0.133 -0.174 0.265
H 1.494440 -2.084190 1.429511 0.260 0.232 -0.070
H 2.784468 -1.148165 2.233575 -0.225 0.002 -0.172
C -1.815514 4.593066 -0.330375 -1.153 1.942 -1.407
H -1.126242 5.302326 0.135337 -0.099 -0.066 -0.236
C -2.819868 5.015084 -1.208502 0.842 0.192 0.895
H -2.887400 6.075381 -1.462306 -0.034 -0.211 0.047
C -3.746433 4.090496 -1.708944 -0.790 1.925 -1.234
H -4.541419 4.403022 -2.382567 0.129 0.096 0.067
C -3.650682 2.770552 -1.308459 1.496 -1.874 1.503
H -4.356165 2.000051 -1.595993 -0.061 0.017 -0.092
C -2.576193 2.421619 -0.480680 -2.208 0.660 -0.811
C -2.355974 1.054383 -0.000929 1.319 0.195 0.544
H -3.093759 0.651129 0.710385 0.266 -0.064 -0.362
C -0.639345 -0.129407 -0.995663 -0.051 0.571 -0.017
C -2.684017 -0.962004 -1.529854 0.383 0.870 -0.277
H -3.752331 -0.918955 -1.644162 -0.065 -0.203 -0.060
C -1.762179 -1.875600 -1.880496 -0.363 -0.564 0.165
H -1.870291 -2.837526 -2.356730 0.002 0.120 -0.004
N -0.505938 -1.398245 -1.497198 0.997 -1.269 -0.618
C 0.672111 -2.217665 -1.480357 -0.763 0.041 0.094
C 0.623522 -3.467233 -0.823760 0.517 0.523 -0.306
C 1.777061 -4.251318 -0.849993 -0.021 0.223 -0.287
H 1.770303 -5.209371 -0.332346 0.035 0.096 -0.089
C 2.927759 -3.837129 -1.519562 -0.110 -0.062 0.091
C 4.136164 -4.721200 -1.569569 0.345 -0.140 0.068
H 4.976507 -4.248043 -1.044086 -0.087 -0.174 -0.089
H 4.459314 -4.907717 -2.603650 -0.091 0.031 0.235
H 3.926539 -5.685086 -1.093927 0.127 0.129 -0.085
C 2.947714 -2.597839 -2.151218 -0.429 0.014 0.171
H 3.840451 -2.268099 -2.676737 -0.059 -0.057 0.020
C 1.822045 -1.777213 -2.155284 -0.124 -0.532 0.102
C 1.803616 -0.516538 -2.947108 0.371 0.257 -0.300
H 1.082410 -0.572096 -3.774906 0.058 0.066 0.286
H 2.795541 -0.334230 -3.371517 -0.098 -0.044 -0.045
H 1.549256 0.347114 -2.336777 -0.056 -0.106 -0.158
C -0.578656 -3.958914 -0.069949 -0.050 -0.201 0.159
H -1.305990 -4.448137 -0.732895 0.078 0.218 0.176
H -1.081390 -3.165563 0.489932 0.019 -0.088 -0.291
H -0.246235 -4.712683 0.648593 -0.066 0.009 -0.005
O 0.303068 2.415923 -2.004923 0.822 -1.352 0.336
C 0.303336 1.629307 -1.126798 -1.291 2.099 -1.697
```
Forces are in eV/Å.

Calculated values
largest force on an atom = 3.0 eV/A
LUMO level (spin up / spin down) = 2.50 / 2.49 eV
2S+1 = 5
charge = -1
HOMO-LUMO gap (spin up / spin down) = 2.21 / 6.74 eV
<S²> = 6.08
ΔE to the lowest compared entry with this formula, charge and spin = 46.3 kJ/mol

=====

Record 2
Molecular formula: C29H33MnN3O8PS2
Method: DFT, wB97M-V/def2-TZVPD

XYZ file:
```
77
Properties=species:S:1:pos:R:3:forces:R:3
Mn -0.089639 -0.082217 -0.178050 -0.526 1.422 -0.120
O -2.740306 -3.332248 0.396703 0.198 0.083 -0.038
C -1.693784 -2.751276 0.128206 -0.313 0.401 -0.041
O -1.573395 -1.484690 -0.092422 -0.072 -0.200 0.229
C -0.401889 -3.574994 0.038808 0.006 0.150 -0.035
P 0.939745 -2.517015 -0.597856 0.714 -0.407 0.100
C 1.426991 -1.587547 0.929216 0.177 -0.283 0.086
C 2.766603 -1.157998 1.059440 -0.048 -0.070 -0.415
C 3.175446 -0.422822 2.137018 0.049 0.195 0.391
C 2.262559 -0.090461 3.153538 0.350 0.028 -0.111
C 0.968841 -0.516829 3.058353 -0.329 -0.016 -0.010
C 0.534066 -1.251193 1.943782 0.535 -0.425 0.386
C 2.341278 -3.725342 -0.717347 -0.018 -0.161 0.008
C 2.744478 -4.097642 -2.000282 0.113 -0.032 0.058
C 3.752455 -5.042195 -2.194302 -0.050 0.100 0.107
C 4.377603 -5.622636 -1.099158 -0.109 0.081 0.028
C 3.984547 -5.263000 0.188700 -0.063 0.091 -0.099
C 2.976270 -4.325155 0.375519 -0.017 -0.022 -0.052
H -0.549838 -4.409040 -0.643917 -0.050 -0.071 -0.045
H -0.168227 -3.984196 1.019221 0.007 -0.098 0.134
H 3.488912 -1.427236 0.293041 -0.053 0.035 0.038
H 4.209820 -0.098864 2.203619 -0.351 -0.075 0.071
H 2.580485 0.500391 4.005987 0.019 -0.036 -0.055
H 0.254031 -0.268691 3.832171 -0.021 0.011 -0.033
H -0.467948 -1.635390 1.954016 -0.298 0.048 -0.093
H 2.267631 -3.630758 -2.856957 0.018 -0.030 0.031
H 4.060409 -5.307551 -3.200086 -0.037 0.020 0.061
H 5.172465 -6.346647 -1.244484 -0.057 0.050 0.013
H 4.471132 -5.711475 1.048301 -0.035 0.029 -0.040
H 2.682581 -4.047525 1.383559 0.016 -0.005 -0.058
S -2.045174 1.355189 -1.263133 -0.009 0.068 -0.088
C -3.232357 1.740163 -0.146597 -0.194 -0.170 0.114
N -3.145980 1.742089 1.187522 -0.092 0.153 0.188
C -4.353199 2.266892 1.819478 0.156 -0.100 -0.172
C -5.378951 2.204346 0.677149 0.241 -0.064 -0.159
N -4.507449 2.090708 -0.490844 0.017 0.144 0.088
H -2.243329 1.898062 1.626929 0.212 -0.093 0.107
H -4.193347 3.286595 2.175288 0.049 0.047 -0.050
H -4.650644 1.650952 2.665233 0.011 -0.025 0.057
H -5.991740 3.101320 0.632253 -0.063 0.074 -0.040
H -6.037772 1.340492 0.777986 0.012 -0.110 -0.028
H -4.836786 1.820675 -1.398658 -0.060 -0.035 -0.053
C 6.707011 3.313053 3.608816 0.017 -0.022 -0.040
C 6.484783 2.507010 2.353458 0.024 0.052 0.149
C 6.505657 1.118767 2.387929 0.072 -0.114 -0.001
C 6.249767 0.369863 1.243977 0.268 0.160 0.073
C 5.988056 1.028582 0.056009 0.141 0.126 0.181
C 5.972578 2.418642 -0.008949 0.073 0.000 0.085
C 6.221166 3.146109 1.142895 -0.055 0.084 -0.158
S 5.674162 0.071906 -1.381890 0.017 0.400 -0.037
O 5.571150 -1.295718 -0.948538 0.083 -0.349 -0.147
O 6.610557 0.406521 -2.421909 0.086 -0.196 -0.018
N 4.247076 0.724498 -1.795298 0.031 -0.420 -0.802
C 3.621258 0.173553 -3.037696 0.234 0.274 0.650
C 2.311958 0.907477 -3.227420 -0.067 0.294 -0.417
C 1.350280 0.580500 -2.130041 -0.653 -0.199 0.594
O 0.222742 0.083347 -2.352958 0.695 0.025 -0.270
O 1.730376 0.793547 -0.926625 -0.665 -0.160 -0.138
H 7.270204 2.744310 4.350167 -0.020 0.016 -0.038
H 5.751587 3.591558 4.060311 0.011 -0.014 -0.026
H 7.250170 4.236363 3.397671 -0.024 -0.055 -0.006
H 6.713107 0.610553 3.325417 -0.027 0.035 -0.070
H 6.244695 -0.714543 1.263564 0.017 0.112 -0.008
H 5.762679 2.912815 -0.951342 0.011 -0.062 0.098
H 6.205633 4.232021 1.105481 -0.011 -0.105 0.002
H 3.574782 0.677823 -1.023262 -0.218 0.081 -0.022
H 3.448597 -0.900851 -2.944493 -0.012 -0.114 0.032
H 4.277461 0.340955 -3.887323 0.181 0.090 0.078
H 1.864843 0.651715 -4.185251 -0.031 -0.008 -0.031
H 2.507155 1.984327 -3.193113 -0.012 -0.064 -0.101
C 1.049656 3.408726 0.829779 0.107 0.113 -0.134
C -0.073678 2.644143 1.496378 0.053 0.458 0.187
O -0.849057 3.238114 2.273719 0.153 -0.401 -0.292
O -0.144541 1.410172 1.218824 -0.504 -0.727 0.133
H 1.091863 4.435881 1.190650 0.000 -0.053 -0.009
H 0.877981 3.396455 -0.250085 0.035 0.007 0.062
H 1.998002 2.894466 1.003537 -0.047 0.031 -0.022
```
Forces are in eV/Å.

Calculated values
largest force on an atom = 1.5 eV/A
LUMO level (spin up / spin down) = 2.36 / 2.36 eV
2S+1 = 2
charge = -1
HOMO-LUMO gap (spin up / spin down) = 7.35 / 7.20 eV
<S²> = 0.82
ΔE to the lowest compared entry with this formula, charge and spin = 250.5 kJ/mol

=====

Record 3
Molecular formula: C29H34BF34O12P2
Method: DFT, wB97M-V/def2-TZVPD

XYZ file:
```
112
Properties=species:S:1:pos:R:3:forces:R:3
C 5.351887 -1.929709 2.943252 0.042 -0.101 -0.167
C 4.056987 -1.883947 2.610210 0.611 -0.018 0.041
C 3.447003 -0.652388 2.012157 -0.092 -1.059 -0.526
C 2.408354 0.048036 2.905162 -0.123 0.065 -0.361
P 1.779445 1.484163 1.830376 -0.166 1.152 0.957
O 1.553092 2.759224 2.506040 0.112 0.354 -0.043
O 0.406784 1.019825 1.134422 0.724 -0.453 -0.714
O 2.815135 1.709597 0.583955 -0.436 -0.466 -0.086
O 1.260091 -0.729461 3.125550 -0.167 -0.596 -0.484
B 0.497142 -0.091487 4.224370 0.295 0.927 0.021
F -0.573875 0.738042 3.792666 -0.047 -0.321 -0.301
P -0.506160 -1.358880 5.374453 0.142 0.306 0.510
O -0.761961 -0.915021 6.750992 -0.063 -0.017 0.405
O -1.970585 -1.584217 4.662953 0.220 -0.415 -0.415
O 0.126413 -2.873493 5.308483 -0.349 0.031 -0.338
O 1.481861 0.785717 4.859845 0.000 -0.446 -0.004
C 2.773097 0.481533 4.352700 -0.359 0.519 0.878
C 3.719659 1.709401 4.481402 -0.412 -0.232 -0.282
C 3.096341 2.918132 5.166166 0.365 0.380 -0.031
C 3.312911 -0.669504 5.244888 0.219 0.088 -0.694
C 3.046645 -0.473428 6.731263 0.553 -0.333 -0.017
F 2.181235 -1.461010 7.191515 -0.105 0.197 0.026
H 6.103853 -1.371843 2.391175 -0.189 0.837 0.598
H 5.715625 -2.496192 3.795281 0.064 -0.869 -0.632
H 3.453201 -2.766906 2.796696 -0.501 0.497 0.808
H 4.245948 0.040450 1.753478 -0.027 0.115 0.041
H 2.919999 -0.914812 1.086142 0.059 0.097 0.003
H 0.491699 0.151116 0.712831 -0.302 -0.099 0.256
H 2.423374 1.364564 -0.228098 0.271 -0.041 -0.067
H -1.889931 -1.437510 3.711399 -0.079 0.145 0.053
H -0.618287 -3.470512 5.162357 0.139 -0.124 0.097
H 4.054502 1.972578 3.472899 0.135 0.203 0.073
H 4.607218 1.411677 5.042411 0.061 -0.081 -0.067
H 2.395469 3.435635 4.519091 -0.157 -0.198 0.004
H 2.591222 2.641834 6.087989 -0.056 -0.034 0.010
H 3.893647 3.628206 5.411909 -0.007 -0.011 0.055
H 2.865740 -1.615625 4.934878 -0.092 -0.025 0.150
H 4.386280 -0.759847 5.085656 0.012 -0.098 -0.006
H 2.654730 0.509915 6.976881 -0.267 -0.062 -0.025
H 3.980369 -0.639056 7.278673 -0.025 0.135 0.071
C 0.447226 -3.472481 -1.901442 -0.367 -0.445 0.111
C 0.761037 -1.978894 -1.704473 0.228 -0.383 0.191
C 1.250852 -1.163142 -2.904176 -0.153 0.190 -0.173
F 2.420873 -1.619366 -3.385459 0.062 -0.200 0.072
F 1.449341 0.113282 -2.496439 0.174 -0.094 0.193
F 1.624782 -1.832332 -0.678286 0.076 0.105 0.044
F -0.413496 -1.395693 -1.326721 -0.056 0.084 -0.126
O 1.437226 -4.409965 -1.496646 0.470 0.569 -0.176
C 2.443251 -4.815300 -2.343944 -0.737 -0.065 0.051
C 3.830693 -4.454650 -1.798919 0.131 -0.051 0.156
F 3.953510 -3.127761 -1.623919 -0.086 0.090 -0.097
F 4.766997 -4.853706 -2.691783 -0.025 -0.032 -0.015
F 2.258067 -4.364824 -3.599786 0.133 0.171 0.026
F 2.387947 -6.162375 -2.407058 0.123 -0.139 -0.009
H -0.379018 -3.664211 -1.218192 0.048 0.013 0.057
H 0.065537 -3.685619 -2.898922 0.199 0.136 -0.147
H 0.508089 -1.162054 -3.706092 -0.032 0.004 0.037
H 3.997156 -4.956834 -0.843888 -0.031 -0.036 -0.020
C -0.330241 -8.405993 1.518600 -0.110 -0.090 0.547
C -0.366180 -7.281327 0.464749 0.474 -0.333 0.002
C -1.515982 -7.295621 -0.545850 -0.210 0.206 -0.027
F -1.497948 -8.401472 -1.311628 0.108 -0.146 0.034
F -1.393828 -6.225776 -1.369889 0.053 0.047 0.042
F 0.817794 -7.222941 -0.174175 -0.040 -0.032 -0.105
F -0.510751 -6.120118 1.162012 -0.183 0.028 0.020
O 0.535815 -9.510993 1.291180 0.033 0.187 -0.623
C 0.156252 -10.617176 0.574699 -0.133 0.240 0.463
C 1.014092 -10.804869 -0.683821 0.147 -0.060 -0.057
F 0.916038 -9.738243 -1.495172 -0.102 0.083 -0.008
F 0.572211 -11.892154 -1.357720 -0.011 -0.022 0.043
F -1.157096 -10.611893 0.286577 -0.002 0.050 -0.121
F 0.383213 -11.697393 1.358415 0.013 -0.072 -0.022
H 0.089095 -7.930298 2.403706 0.049 0.019 -0.035
H -1.333711 -8.730632 1.794220 -0.067 -0.025 -0.227
H -2.478852 -7.228663 -0.032374 0.019 -0.005 0.027
H 2.059901 -10.947974 -0.405625 -0.019 -0.023 0.047
C -1.150739 4.440817 -0.485206 0.081 0.076 0.535
C -1.245474 3.316391 -1.535063 -0.327 0.518 0.057
C 0.038962 2.917039 -2.259718 0.189 -0.293 0.038
F 0.544597 3.932524 -2.987292 -0.067 0.194 0.002
F -0.236061 1.904351 -3.115854 -0.261 0.117 -0.094
F -2.214491 3.605692 -2.439673 0.084 0.006 -0.060
F -1.644827 2.213329 -0.853882 0.082 -0.139 -0.051
O -1.542549 5.756144 -0.879026 0.029 -0.182 -0.626
C -0.684169 6.646414 -1.462332 -0.045 -0.301 0.493
C -1.148793 7.026562 -2.873134 -0.115 0.177 -0.101
F -1.215739 5.936036 -3.666344 0.020 -0.078 -0.024
F -0.267627 7.889832 -3.428252 0.020 -0.002 0.064
F 0.588692 6.221897 -1.458440 0.000 -0.048 -0.113
F -0.726644 7.787923 -0.732814 0.019 0.086 -0.028
H -1.885624 4.168518 0.269560 -0.028 0.002 -0.028
H -0.185729 4.437568 0.022895 0.109 -0.028 -0.174
H 0.792335 2.577987 -1.544821 -0.043 0.030 0.064
H -2.133832 7.496681 -2.828315 0.000 -0.013 0.049
C -6.302838 8.181354 -3.950387 -0.120 0.042 0.564
C -6.503765 8.818447 -5.338542 0.489 -0.233 0.025
C -7.556477 8.204495 -6.268569 -0.198 0.174 -0.070
F -7.257142 6.936060 -6.593224 0.126 -0.129 0.071
F -7.596172 8.925992 -7.413857 0.018 0.040 0.030
F -5.319806 8.904520 -5.977027 -0.033 -0.027 -0.055
F -6.933333 10.094124 -5.105130 -0.158 -0.008 0.047
O -5.220098 7.282420 -3.769839 0.063 -0.011 -0.669
C -5.326182 5.933313 -4.033757 -0.222 0.279 0.366
C -4.361644 5.495078 -5.141361 0.314 -0.080 -0.073
F -4.606351 6.164629 -6.285921 -0.150 0.075 -0.007
F -4.532063 4.177056 -5.381188 -0.070 -0.001 0.061
F -6.596103 5.574516 -4.299456 0.007 0.019 -0.131
F -4.954397 5.281767 -2.914734 0.018 -0.052 0.011
H -6.050264 9.020985 -3.304372 0.044 0.013 -0.040
H -7.235083 7.769319 -3.563146 -0.053 -0.104 -0.202
H -8.546095 8.235973 -5.804760 0.018 -0.006 0.042
H -3.330525 5.678910 -4.833247 -0.021 -0.031 0.057
```
Forces are in eV/Å.

Calculated values
largest force on an atom = 1.5 eV/A
LUMO level = 1.71 eV
charge = -1
HOMO-LUMO gap = 7.44 eV
ΔE to the lowest compared entry with this formula, charge and spin = 47.8 kJ/mol